{
  "formula": "C38H80F12N8Na2O16S8",
  "method": "ωB97M-V with the def2-TZVPD basis set",
  "elements": ["Na", "Na", "C", "C", "C", "N", "C", "C", "C", "C", "C", "C", "H", "H", "H", "H", "H", "H", "H", "H", "H", "H", "H", "H", "H", "H", "H", "H", "H", "H", "H", "H", "C", "C", "C", "N", "C", "C", "C", "C", "C", "C", "H", "H", "H", "H", "H", "H", "H", "H", "H", "H", "H", "H", "H", "H", "H", "H", "H", "H", "H", "H", "C", "C", "C", "N", "C", "C", "C", "C", "C", "C", "H", "H", "H", "H", "H", "H", "H", "H", "H", "H", "H", "H", "H", "H", "H", "H", "H", "H", "H", "H", "C", "C", "C", "N", "C", "C", "C", "C", "C", "C", "H", "H", "H", "H", "H", "H", "H", "H", "H", "H", "H", "H", "H", "H", "H", "H", "H", "H", "H", "H", "N", "S", "O", "O", "F", "S", "O", "O", "F", "N", "S", "O", "O", "F", "S", "O", "O", "F", "N", "S", "O", "O", "F", "S", "O", "O", "F", "C", "F", "F", "F", "S", "O", "O", "N", "S", "O", "O", "C", "F", "F", "F"],
  "coordinates": [[-3.8761, 1.5509, 1.1211], [-3.5660, 0.6162, -1.6334], [1.5133, -9.0221, 1.7854], [0.6726, -9.0215, 0.4865], [0.6302, -7.5481, -0.0516], [-0.1742, -7.4173, -1.4282], [0.1164, -6.0612, -2.1788], [-0.5820, -4.8286, -1.3953], [-2.1318, -4.9585, -1.2095], [-2.4609, -6.2379, -0.5021], [-1.7036, -7.5274, -1.1404], [0.3185, -8.6038, -2.3916], [0.9054, -8.8218, 2.6677], [2.3810, -8.3741, 1.9091], [1.9357, -10.0044, 1.9969], [-0.2897, -9.4911, 0.6904], [1.1582, -9.6267, -0.2790], [1.6229, -7.1283, -0.2140], [0.0894, -6.9293, 0.6645], [1.1819, -6.2585, -2.2961], [-0.4131, -6.2296, -3.1166], [-0.0827, -4.5592, -0.4646], [-0.4734, -3.9700, -2.0579], [-2.4476, -4.0944, -0.6250], [-2.6100, -5.0033, -2.1880], [-2.1360, -6.2561, 0.5382], [-3.4901, -6.5663, -0.6467], [-1.9499, -8.4133, -0.5551], [-2.1927, -7.6303, -2.1090], [-0.0701, -9.4929, -1.8951], [1.3933, -8.4332, -2.4521], [-0.1975, -8.5631, -3.3509], [0.1281, 0.4561, 5.0241], [0.4925, -0.8607, 5.7246], [0.3515, -2.0239, 4.7362], [0.1303, -3.4413, 5.4528], [0.5181, -4.4556, 4.2987], [-0.5436, -4.4484, 3.1247], [-1.9456, -4.6364, 3.7151], [-2.3513, -3.6722, 4.7753], [-1.3258, -3.6046, 5.9158], [1.0786, -3.7624, 6.5860], [-0.7495, 0.4121, 4.3791], [0.9005, 0.6421, 4.2779], [0.1512, 1.3186, 5.6901], [-0.0897, -0.9598, 6.6408], [1.5567, -0.7848, 5.9475], [1.1682, -2.0054, 4.0146], [-0.5590, -1.8519, 4.1621], [1.4958, -4.1884, 3.8976], [0.6661, -5.4497, 4.7205], [-0.2883, -3.5226, 2.6091], [-0.4665, -5.2522, 2.3926], [-2.7174, -4.5485, 2.9504], [-1.9191, -5.6277, 4.1676], [-2.5271, -2.7118, 4.2907], [-3.3587, -3.9932, 5.0404], [-1.3836, -2.7591, 6.6013], [-1.2506, -4.5323, 6.4830], [2.0703, -3.3523, 6.3950], [1.1698, -4.8214, 6.8273], [0.7322, -3.3354, 7.5272], [-4.6948, 7.8939, 0.3709], [-3.1661, 7.6256, 0.0507], [-2.9700, 7.1705, -1.3637], [-1.4307, 6.8690, -1.6461], [-0.9383, 5.8163, -0.6360], [0.3932, 5.2796, -1.0847], [0.4032, 4.7378, -2.5884], [-0.0865, 5.6796, -3.6971], [-1.4370, 6.3729, -3.1323], [-0.5417, 8.1831, -1.5611], [-4.8407, 8.2960, 1.3735], [-5.3057, 7.0093, 0.1905], [-4.9845, 8.7296, -0.2660], [-2.9496, 6.7985, 0.7268], [-2.6092, 8.5478, 0.2164], [-3.2055, 7.9602, -2.0772], [-3.5968, 6.2788, -1.3660], [-1.7123, 5.0518, -0.5686], [-0.7998, 6.2068, 0.3721], [0.6750, 4.4612, -0.4222], [1.2499, 5.9291, -0.9049], [-0.1229, 3.7942, -2.7335], [1.4031, 4.3378, -2.7564], [-0.3426, 5.1182, -4.5956], [0.5966, 6.5070, -3.8893], [-2.1579, 5.5563, -3.0906], [-1.8552, 7.1958, -3.7119], [-0.2638, 8.3534, -0.5210], [-0.9259, 9.0561, -2.0886], [0.3631, 7.9828, -2.1350], [3.4940, -2.2743, -1.1278], [2.8935, -1.5176, -2.3496], [3.7462, -0.2720, -2.6827], [3.2733, 0.6276, -3.8635], [4.3689, 1.7220, -4.1761], [4.2101, 2.5344, -5.4688], [3.9208, 1.4790, -6.6444], [2.9736, 0.3484, -6.3897], [3.1979, -0.3899, -5.0764], [1.9218, 1.4090, -3.6769], [4.4806, -2.6090, -1.4482], [2.8147, -3.1176, -1.0037], [3.4989, -1.7414, -0.1769], [1.8740, -1.2215, -2.1023], [2.9450, -2.1694, -3.2217], [4.7709, -0.6078, -2.8425], [3.7048, 0.4198, -1.8414], [5.3004, 1.1575, -4.2180], [4.3765, 2.3809, -3.3078], [5.0553, 3.1957, -5.6597], [3.3308, 3.1706, -5.3678], [4.8618, 0.9570, -6.8184], [3.6981, 2.0905, -7.5188], [3.0405, -0.3519, -7.2223], [1.9489, 0.7026, -6.5022], [4.1718, -0.8774, -5.1196], [2.3756, -1.0947, -4.9534], [2.2211, 2.1278, -2.9141], [1.2032, 0.6574, -3.3500], [1.4970, 1.9168, -4.5427], [-4.0046, 3.0066, 2.9713], [-2.6435, 3.5277, 3.4370], [-2.3871, 3.9524, 4.8161], [-1.9694, 4.3022, 2.4223], [-1.8781, 2.0986, 3.3928], [-4.7895, 4.3835, 3.3877], [-4.3307, 5.7230, 2.9657], [-5.4952, 4.2004, 4.5866], [-6.0341, 4.2357, 2.3814], [-1.9733, 0.5347, 0.1281], [-1.1061, -0.9711, 0.4897], [-1.3531, -1.7197, 1.7583], [0.2708, -1.1140, -0.0129], [-1.9122, -1.7751, -0.6387], [-0.7051, 1.3337, 0.3291], [0.1866, 1.4568, -0.8565], [-0.0926, 1.3501, 1.6291], [-1.5264, 2.6945, 0.2651], [-5.6782, -0.1878, 2.2546], [-7.3246, -0.3899, 2.6510], [-7.6915, -1.1328, 3.8543], [-8.3068, -0.2355, 1.5946], [-7.3452, 1.1637, 3.0985], [-5.5648, -1.7036, 1.9643], [-6.3990, -2.1724, 0.8415], [-5.4359, -2.5648, 3.1400], [-4.0607, -1.6844, 1.2542], [3.2987, 2.8303, 0.7082], [2.4854, 3.9093, 0.8974], [3.5022, 2.1487, 1.8035], [2.7572, 2.0746, -0.2912], [4.9736, 3.4334, 0.0673], [5.5536, 4.1182, 1.2360], [5.7237, 2.2652, -0.3802], [4.3853, 4.3111, -1.2643], [5.6463, 4.9743, -1.8593], [6.5768, 5.6464, -0.9667], [6.3227, 4.1477, -2.8552], [4.8161, 6.5296, -2.8256], [5.8023, 7.1187, -3.4699], [4.0087, 6.0671, -3.8046], [4.1762, 7.3396, -2.0252]],
  "lowdin_charge": [0.48, 0.79, -0.09, -0.21, -0.08, -0.24, -0.04, -0.12, -0.18, -0.14, -0.07, 0.05, 0.07, 0.08, 0.08, 0.11, 0.09, 0.13, 0.10, 0.12, 0.12, 0.10, 0.10, 0.10, 0.12, 0.10, 0.13, 0.12, 0.12, 0.09, 0.11, 0.10, -0.08, -0.22, -0.09, -0.21, -0.08, -0.15, -0.20, -0.16, -0.06, 0.00, 0.06, 0.08, 0.10, 0.11, 0.11, 0.14, 0.09, 0.12, 0.12, 0.07, 0.09, 0.12, 0.12, 0.11, 0.14, 0.13, 0.14, 0.11, 0.11, 0.11, -0.06, -0.23, -0.12, -0.20, -0.12, -0.13, -0.17, -0.12, -0.07, 0.06, 0.08, 0.08, 0.07, 0.09, 0.12, 0.13, 0.13, 0.12, 0.14, 0.09, 0.12, 0.09, 0.09, 0.11, 0.10, 0.11, 0.13, 0.11, 0.11, 0.09, -0.07, -0.23, -0.10, -0.18, -0.09, -0.11, -0.17, -0.21, -0.09, 0.05, 0.08, 0.06, 0.08, 0.09, 0.09, 0.14, 0.12, 0.14, 0.10, 0.13, 0.10, 0.11, 0.12, 0.13, 0.11, 0.14, 0.12, 0.08, 0.09, 0.10, -0.30, 0.46, -0.24, -0.30, -0.22, 0.54, -0.27, -0.21, -0.21, -0.33, 0.68, -0.27, -0.27, -0.20, 0.42, -0.30, -0.21, -0.19, -0.28, 0.59, -0.24, -0.27, -0.22, 0.48, -0.30, -0.28, -0.28, -0.63, 0.10, 0.18, 0.06, 0.67, -0.29, -0.32, -0.32, 0.54, -0.29, -0.32, -0.66, 0.15, 0.08, 0.16],
  "charge": 2,
  "largest_force_ha_per_bohr": 0.1991,
  "orbital_gap_ev": 5.3328,
  "total_energy_ev": -213484.236,
  "lumo_ev": -6.57,
  "homo_energy_ev": -11.9
}